*a*
{"formula": "C3H13N2O", "method": "ωB97M-V/def2-TZVPD", "gap_ev": 10.582, "total_charge": 1, "homo_energy_ha": -0.5015, "lumo_ev": -3.06, "elements": ["C", "C", "C", "N", "N", "H", "H", "H", "H", "H", "H", "H", "H", "H", "H", "H", "H", "H", "O"], "positions_angstrom": [[1.6647, -1.0013, -0.0394], [1.5512, 0.3139, -0.8274], [0.1926, 1.0344, -1.0046], [-1.0433, 0.2118, -0.7363], [0.7066, -1.0510, 1.0577], [2.6949, -1.0689, 0.3280], [1.5118, -1.8339, -0.7238], [2.3143, 1.0198, -0.4691], [1.9048, 0.1749, -1.8634], [0.1031, 1.8824, -0.3290], [0.0969, 1.4450, -1.9892], [-1.7226, 0.2583, -1.4915], [-1.4986, 0.5635, 0.1201], [-0.7312, -0.7051, -0.3650], [0.9139, -0.3755, 1.7818], [0.6347, -1.9496, 1.5230], [-3.5443, -0.2460, 1.3753], [-2.9936, 1.0466, 2.0924], [-2.7559, 0.2806, 1.5602]]}



*b*
{"formula": "C3H13N2O", "method": "ωB97M-V/def2-TZVPD", "gap_ev": 10.965, "total_charge": 1, "homo_energy_ha": -0.5117, "lumo_ev": -2.96, "elements": ["C", "C", "C", "N", "N", "H", "H", "H", "H", "H", "H", "H", "H", "H", "H", "H", "H", "H", "O"], "positions_angstrom": [[-0.7268, 0.2403, 1.1757], [-1.2199, 0.3327, -0.2416], [-1.2643, -1.0792, -0.8697], [0.0386, -1.2559, -1.6152], [0.7582, -0.1333, 1.0278], [-1.1734, -0.4884, 1.8606], [-0.7267, 1.1535, 1.8010], [-2.2553, 0.7402, -0.2663], [-0.9481, 0.9599, -1.0809], [-1.2867, -1.8785, -0.1013], [-2.1321, -1.2613, -1.5458], [0.2129, -2.2686, -1.7753], [0.8310, -0.6857, 0.1561], [-0.2302, -0.8819, -2.5294], [1.0785, -0.6811, 1.8256], [1.4046, 0.7170, 0.9696], [3.1456, 1.7379, 0.7540], [2.2552, 2.7705, -0.0337], [2.2389, 1.9619, 0.4887]]}



Relative to the most stable one, in kJ/mol, the structures come out at *a* 0.0; *b* 38.2.



*a*
{"formula": "H22O11Xe", "method": "ωB97M-V/def2-TZVPD", "gap_ev": 10.660, "homo_energy_ha": -0.3966, "lumo_ev": -0.13, "elements": ["Xe", "O", "H", "H", "O", "H", "H", "O", "H", "H", "O", "H", "H", "O", "H", "H", "O", "H", "H", "O", "H", "H", "O", "H", "H", "O", "H", "H", "O", "H", "H", "O", "H", "H"], "positions_angstrom": [[0.5308, 0.9358, -0.5369], [4.7207, -0.0742, -0.4889], [4.7651, -0.2003, -1.4367], [3.8521, -0.3938, -0.2446], [0.3816, 1.1039, 3.8590], [0.5246, 1.5221, 4.7081], [1.1909, 1.2636, 3.3735], [-0.0586, -3.1813, -0.1036], [-0.3603, -2.6872, -0.8659], [-0.8195, -3.2164, 0.4761], [-2.6713, 1.9735, 0.0971], [-2.3531, 1.9738, 0.9999], [-2.2387, 2.7241, -0.3101], [-1.7947, 3.9839, -1.8219], [-1.6288, 3.3959, -2.5587], [-2.3918, 4.6450, -2.1720], [0.0254, -1.6120, 3.0867], [-0.5228, -2.2082, 2.5764], [-0.1564, -0.7464, 2.7208], [1.9563, -1.2941, -3.9143], [1.7610, -0.3574, -3.8885], [2.8969, -1.3479, -3.7451], [-0.9661, -1.9812, -2.8795], [-0.4444, -1.1862, -2.9891], [-0.9733, -2.3850, -3.7473], [-1.8690, 2.4101, 2.7376], [-1.4984, 3.2426, 2.4446], [-1.1085, 1.8785, 2.9728], [2.6204, -1.8530, 0.5799], [2.8588, -1.9188, 1.5046], [1.6651, -1.7927, 0.5821], [-2.3932, -1.0327, -0.0739], [-2.5797, -0.1033, -0.2071], [-2.9213, -1.4805, -0.7348]]}



*b*
{"formula": "H22O11Xe", "method": "ωB97M-V/def2-TZVPD", "gap_ev": 9.974, "homo_energy_ha": -0.3762, "lumo_ev": -0.26, "elements": ["Xe", "O", "H", "H", "O", "H", "H", "O", "H", "H", "O", "H", "H", "O", "H", "H", "O", "H", "H", "O", "H", "H", "O", "H", "H", "O", "H", "H", "O", "H", "H", "O", "H", "H"], "positions_angstrom": [[0.2848, -1.0621, 0.2888], [-2.7892, 0.2565, 2.3353], [-2.3240, -0.5658, 2.4887], [-2.2982, 0.9072, 2.8370], [-2.6758, 1.2319, -0.3807], [-2.6896, 0.6599, 0.3867], [-3.5244, 1.6744, -0.3654], [0.8784, 0.0086, -3.4747], [-0.0700, 0.0640, -3.3582], [1.2289, 0.7114, -2.9274], [-1.7776, 0.4287, -2.8955], [-1.8385, 0.4248, -1.9403], [-2.6850, 0.3682, -3.1942], [2.1798, 1.3634, 2.0904], [2.8744, 0.9875, 1.5495], [1.6651, 1.8960, 1.4841], [3.9144, 0.4773, -0.0218], [4.6402, 1.1007, 0.0076], [4.2780, -0.2941, -0.4566], [0.8065, -2.8030, -3.4198], [-0.1406, -2.8553, -3.2914], [1.0074, -1.8700, -3.3466], [0.7665, -2.5097, 3.9222], [0.0612, -2.5434, 3.2759], [0.4211, -2.9828, 4.6793], [-2.0495, -2.4634, 2.7544], [-2.4147, -2.5292, 3.6367], [-2.6912, -2.9018, 2.1957], [-0.1987, 2.4091, -0.3752], [-0.4671, 3.2124, 0.0708], [-0.9623, 1.8350, -0.3156], [2.2290, 2.0204, -1.7255], [2.9005, 1.4552, -1.3435], [1.4602, 1.8882, -1.1709]]}



Relative to the most stable one, in kJ/mol, the structures come out at *a* 46.1; *b* 0.0.



*a*
{"formula": "C6H10NO", "method": "ωB97M-V/def2-TZVPD", "gap_ev": 9.267, "total_charge": 1, "homo_energy_ha": -0.4789, "lumo_ev": -3.77, "elements": ["C", "C", "C", "C", "C", "C", "N", "O", "H", "H", "H", "H", "H", "H", "H", "H", "H", "H"], "positions_angstrom": [[-1.8020, -1.8024, -1.0052], [-0.9329, -0.9151, -1.0258], [-2.7438, -2.6903, -0.8675], [2.2309, 0.0070, 1.6719], [-0.0821, 0.0625, -1.1005], [1.1388, 0.6848, 1.5911], [-0.3331, 1.4227, -0.9946], [1.1764, 2.0208, 1.0673], [-2.5692, -3.7563, -0.6725], [-3.7528, -2.5406, -0.7093], [3.1710, 0.4490, 1.3161], [2.1198, -1.0366, 2.0564], [1.0436, -0.0390, -1.2584], [0.0891, 0.4136, 1.8484], [0.3281, 1.7309, -0.2534], [-1.2871, 1.8342, -0.9164], [0.1289, 1.7952, -1.7979], [2.0763, 2.3596, 1.0503]]}



*b*
{"formula": "C6H10NO", "method": "ωB97M-V/def2-TZVPD", "gap_ev": 10.537, "total_charge": 1, "homo_energy_ha": -0.5243, "smiles": "C=CC(=O)C1([NH3+])CC1", "lumo_ev": -3.73, "elements": ["C", "C", "C", "O", "C", "N", "C", "C", "H", "H", "H", "H", "H", "H", "H", "H", "H", "H"], "positions_angstrom": [[-1.4909, 2.3841, -1.6236], [-0.5521, 1.6072, -1.0821], [-0.8638, 0.0372, -0.5240], [-1.9125, -0.5259, -0.5896], [0.1950, -0.5775, 0.2430], [-0.3415, -1.8200, 0.9723], [1.2087, -0.0954, 1.2514], [1.6895, -0.7126, -0.0301], [-1.3224, 3.4206, -1.8705], [-2.4495, 2.0730, -1.8054], [0.3702, 1.8266, -0.6744], [-0.5827, -1.5296, 1.9868], [0.1934, -2.6636, 0.8400], [-1.1968, -1.9409, 0.3741], [1.4485, -0.6806, 2.0287], [1.4101, 0.9791, 1.3620], [1.9720, -0.0504, -0.8097], [2.2249, -1.7313, -0.0489]]}



*c*
{"formula": "C6H10NO", "method": "ωB97M-V/def2-TZVPD", "gap_ev": 9.599, "total_charge": 1, "homo_energy_ha": -0.5074, "smiles": "CC#[N+][C@@H](C)C(C)=O", "lumo_ev": -4.21, "elements": ["C", "C", "N", "C", "C", "C", "C", "O", "H", "H", "H", "H", "H", "H", "H", "H", "H", "H"], "positions_angstrom": [[1.5706, 1.8526, -1.4102], [0.9616, 0.7786, -0.8238], [0.5227, -0.0501, -0.1262], [-0.0300, -1.1117, 0.5695], [0.6005, -1.1105, 1.9902], [-1.6048, -0.9994, 0.6682], [-2.2351, 0.1709, -0.0919], [-2.2287, -1.8124, 1.1947], [1.2298, 2.9004, -0.9904], [1.2434, 1.7218, -2.4530], [2.6963, 1.9992, -1.3392], [0.0865, -2.0255, 0.1051], [1.6157, -0.8567, 1.9633], [0.4439, -2.0966, 2.4628], [0.0778, -0.4462, 2.6054], [-1.7555, 0.1631, -1.0321], [-2.1619, 1.2248, 0.4250], [-3.3785, 0.1788, -0.2568]]}



Relative to the most stable one, in kJ/mol, the structures come out at *a* 189.6; *b* 58.3; *c* 0.0.



*a*
{"formula": "C3H8S", "method": "ωB97M-V/def2-TZVPD", "multiplicity": 2, "gap_ev": [11.972, 8.037], "total_charge": 1, "homo_energy_ha": [-0.5983, -0.6021], "lumo_ev": [-4.31, -8.35], "elements": ["C", "C", "S", "C", "H", "H", "H", "H", "H", "H", "H", "H"], "positions_angstrom": [[-0.5869, 0.6684, -1.8704], [0.5506, -0.1368, -1.1574], [0.0918, -0.6487, 0.4943], [-0.1242, 0.2750, 2.0707], [-0.3600, 1.7303, -1.7619], [-0.5041, 0.5585, -2.9463], [-1.5433, 0.3180, -1.5024], [0.7126, -1.0394, -1.7455], [1.4833, 0.4306, -1.1528], [0.7493, 0.8724, 2.3242], [-0.2405, -0.5590, 2.7673], [-1.0671, 0.8125, 2.0982]]}



*b*
{"formula": "C3H8S", "method": "ωB97M-V/def2-TZVPD", "multiplicity": 2, "gap_ev": [12.301, 7.150], "total_charge": 1, "homo_energy_ha": [-0.6000, -0.5996], "lumo_ev": [-4.02, -9.17], "elements": ["C", "C", "C", "S", "H", "H", "H", "H", "H", "H", "H", "H"], "positions_angstrom": [[-1.1740, 1.0388, 0.1789], [-0.4007, -0.1875, -0.2742], [1.0273, -0.1691, 0.2742], [1.9622, -1.6840, 0.1018], [-2.2485, 0.9278, 0.1231], [-0.8950, 1.9000, -0.4270], [-0.9452, 1.3080, 1.2140], [-0.9317, -1.1280, -0.1536], [-0.3059, -0.1731, -1.3680], [1.1683, 0.0903, 1.3305], [1.6199, 0.5120, -0.3500], [1.1233, -2.4352, -0.6496]]}



Relative to the most stable one, in kJ/mol, the structures come out at *a* 9.1; *b* 0.0.



*a*
{"formula": "C4H8N2P", "method": "ωB97M-V/def2-TZVPD", "gap_ev": 7.675, "total_charge": 1, "homo_energy_ha": -0.4915, "lumo_ev": -5.70, "elements": ["C", "C", "C", "C", "N", "N", "P", "H", "H", "H", "H", "H", "H", "H", "H"], "positions_angstrom": [[2.1086, -0.7708, -0.5768], [-0.2897, -0.4516, -0.3994], [-3.1566, 1.0357, 0.1690], [2.6244, -0.9991, 0.8311], [0.8728, -0.6303, -0.9077], [-0.7038, 0.6562, 0.1350], [-3.3731, 2.0102, -1.1128], [2.8202, -0.7421, -1.3117], [-0.9316, -1.2535, -0.5056], [-3.1156, 0.4048, 1.0008], [1.7765, -0.9645, 1.5542], [3.3172, -1.9071, 0.9301], [2.9557, 0.0166, 0.9258], [-0.2047, 1.4674, -0.0112], [-4.7003, 2.1281, -0.7208]]}



*b*
{"formula": "C4H8N2P", "method": "ωB97M-V/def2-TZVPD", "gap_ev": [10.803, 5.145], "total_charge": 1, "homo_energy_ha": [-0.5262, -0.4296], "lumo_ev": [-3.51, -6.55], "elements": ["C", "C", "C", "C", "N", "N", "P", "H", "H", "H", "H", "H", "H", "H", "H"], "positions_angstrom": [[1.0210, 0.2687, 0.6002], [0.4368, -0.9669, 0.5667], [0.7943, -0.2617, -1.5187], [-2.1426, -0.0030, 3.2801], [1.2118, 0.6492, -0.6842], [0.2668, -1.2480, -0.8127], [1.2960, -0.0519, -3.3660], [1.2758, 0.8998, 1.4589], [-2.1022, 0.9356, 3.8264], [-1.8330, -0.8705, 3.8262], [-2.6018, 0.1729, 2.3345], [1.6703, 1.4197, -1.0094], [-0.1927, -2.0798, -1.2250], [0.9847, 1.4572, -3.5170], [-0.0852, -0.3213, -3.7601]]}



Relative to the most stable one, in kJ/mol, the structures come out at *a* 0.0; *b* 20.4.